Version a
Entry from OMol25: C21H28N4O4 in the gas phase (ωB97M-V/def2-TZVPD).

The HOMO-LUMO gap comes out at 0.3094 Ha. The spin multiplicity is 1.

Last column: Mulliken charge in e.
CARTESIAN COORDINATES (ANGSTROEM)
O -1.01 1.62 3.66  -0.692
C -0.06 1.19 3.05  0.702
C 1.38 1.44 3.46  -0.830
C 1.94 0.23 4.22  -0.800
N 2.16 -0.90 3.35  -0.069
C 1.53 -2.08 3.49  0.819
O 0.75 -2.35 4.37  -0.661
C 1.93 -3.10 2.41  -1.256
N 1.19 -2.90 1.18  0.272
C 0.06 -3.62 0.94  -0.187
C -0.65 -3.49 -0.19  -1.286
C -0.21 -2.59 -1.21  1.420
C -0.88 -2.43 -2.43  -0.810
C -0.40 -1.55 -3.37  -0.682
C 0.76 -0.81 -3.13  -0.249
C 1.43 -0.95 -1.94  -0.251
C 0.96 -1.84 -0.97  0.431
C 1.66 -1.95 0.30  -0.280
O 2.62 -1.24 0.61  -0.815
N -0.18 0.41 1.95  0.534
C -1.46 -0.02 1.43  -1.420
C -1.65 0.42 -0.02  1.300
C -1.83 1.95 -0.13  -1.393
N -1.47 2.52 -1.41  0.004
C -0.04 2.57 -1.67  0.241
C 0.20 3.37 -2.95  -0.943
O -0.47 2.80 -4.05  -0.395
C -1.86 2.75 -3.79  -0.838
C -2.16 1.93 -2.54  -0.105
H 1.39 2.31 4.12  0.404
H 2.00 1.65 2.59  0.315
H 2.89 0.51 4.69  0.338
H 1.24 -0.09 4.99  0.427
H 2.73 -0.76 2.52  0.266
H 1.72 -4.10 2.79  0.528
H 3.00 -3.01 2.19  0.398
H -0.24 -4.29 1.74  0.366
H -1.55 -4.07 -0.34  0.445
H -1.77 -3.00 -2.61  0.414
H -0.93 -1.42 -4.31  0.418
H 1.11 -0.12 -3.88  0.364
H 2.33 -0.39 -1.73  0.490
H 0.64 0.11 1.46  -0.174
H -2.22 0.41 2.08  0.465
H -1.53 -1.12 1.49  0.283
H -2.52 -0.09 -0.43  0.499
H -0.78 0.11 -0.59  -0.792
H -2.87 2.21 0.07  0.344
H -1.21 2.44 0.62  0.356
H 0.45 3.07 -0.83  0.447
H 0.40 1.56 -1.80  -0.339
H 1.26 3.37 -3.21  0.393
H -0.14 4.40 -2.80  0.389
H -2.32 2.30 -4.68  0.376
H -2.25 3.77 -3.66  0.394
H -3.24 1.95 -2.34  0.458
H -1.85 0.89 -2.72  -0.034

***

Version b
Entry from OMol25: C21H28N4O4 in the gas phase (ωB97M-V/def2-TZVPD).

The HOMO-LUMO gap comes out at 0.3073 Ha. The spin multiplicity is 1.

Last column: Mulliken charge in e.
CARTESIAN COORDINATES (ANGSTROEM)
C 1.69 0.93 2.86  -0.838
C 2.06 -0.19 3.84  -0.396
C 3.50 -0.67 3.67  -0.760
C 3.78 -1.35 2.33  -1.201
N 2.97 -2.55 2.15  0.065
C 3.31 -3.70 2.82  0.345
O 4.28 -3.77 3.55  -0.662
N 2.48 -4.78 2.62  -0.036
C 1.35 -4.91 1.82  0.193
O 0.71 -5.95 1.78  -0.689
C 1.09 -3.68 1.14  0.450
C 1.88 -2.55 1.33  0.873
N 1.41 -1.52 0.60  -0.538
C 0.35 -1.99 -0.04  -0.218
C -0.44 -1.15 -0.92  -0.005
C -1.12 -1.62 -2.04  -0.954
C -1.83 -0.74 -2.82  -0.640
C -1.91 0.62 -2.53  0.071
O -2.67 1.33 -3.40  -0.413
C -2.79 2.74 -3.33  -0.503
C -3.65 3.18 -4.51  -0.311
C -3.84 4.69 -4.52  -1.311
C -1.22 1.11 -1.40  1.478
O -1.29 2.44 -1.12  -0.349
C -0.57 2.95 -0.01  -0.290
C -0.81 4.45 0.03  -1.501
C -0.50 0.21 -0.63  -0.390
N 0.12 -3.30 0.25  -0.168
C -0.95 -4.16 -0.18  -1.187
H 0.70 1.30 3.08  0.330
H 1.70 0.55 1.84  0.123
H 2.40 1.75 2.94  0.357
H 1.38 -1.03 3.70  0.232
H 1.94 0.18 4.86  0.408
H 3.74 -1.38 4.47  0.388
H 4.18 0.18 3.76  0.392
H 3.55 -0.69 1.49  0.506
H 4.83 -1.65 2.30  0.374
H 2.75 -5.61 3.14  0.251
H -1.06 -2.66 -2.34  0.426
H -2.36 -1.08 -3.70  0.463
H -3.26 3.04 -2.39  0.287
H -1.80 3.21 -3.39  0.333
H -3.17 2.86 -5.43  0.318
H -4.62 2.68 -4.44  0.314
H -4.33 5.02 -3.60  0.331
H -4.46 4.99 -5.36  0.381
H -2.88 5.20 -4.59  0.331
H 0.50 2.74 -0.12  0.408
H -0.93 2.48 0.92  0.366
H -0.46 4.91 -0.89  0.317
H -1.87 4.66 0.14  0.311
H -0.28 4.88 0.88  0.450
H 0.04 0.55 0.24  0.340
H -0.72 -4.61 -1.14  0.289
H -1.05 -4.96 0.56  0.386
H -1.88 -3.60 -0.25  0.475

***

Which of them is the most stable? Correct choice: version b.

***

Version a
Entry from OMol25: a molecular structure, C21H30BrN5O2Se4Tc (ωB97M-V/def2-TZVPD).

Its total charge is -2. The HOMO-LUMO gap (alpha / beta) comes out at 0.1971 / 0.1984 Ha. The spin multiplicity is 2.

Last column: Mulliken charge in e.
CARTESIAN COORDINATES (ANGSTROEM)
Tc -1.00 0.41 1.53  0.815
Se -1.42 -0.83 4.01  -0.457
Se -3.59 -1.64 4.22  -0.306
Se -4.62 -1.26 2.08  -0.345
Se -3.67 0.70 1.33  -0.182
C 2.88 1.39 1.54  -0.737
C 4.44 1.35 1.61  -0.667
N 4.95 0.11 1.00  -0.234
C 4.33 -1.04 1.66  -0.915
C 2.78 -0.96 1.56  -0.718
N 2.39 0.23 0.80  0.363
C 3.00 0.21 -0.52  -0.359
C 4.55 0.12 -0.41  -0.953
H 2.50 2.30 1.07  0.407
H 2.44 1.34 2.54  0.457
H 4.79 1.38 2.65  0.308
H 4.89 2.19 1.09  0.284
H 4.65 -1.05 2.70  0.280
H 4.72 -1.95 1.19  0.340
H 2.33 -0.88 2.55  0.464
H 2.36 -1.85 1.09  0.450
H 2.67 1.10 -1.05  0.248
H 2.61 -0.65 -1.07  0.195
H 5.03 0.97 -0.90  0.335
H 4.93 -0.79 -0.88  0.360
N -4.71 -3.28 -0.77  -0.202
C -3.67 -4.14 -0.64  0.087
O -3.66 -5.26 -1.13  -0.708
C -2.52 -3.62 0.16  -0.208
C -1.69 -4.53 0.79  -0.391
C -0.62 -4.05 1.52  -1.281
C -0.42 -2.68 1.60  -0.228
N -1.25 -1.80 1.04  1.022
C -2.27 -2.26 0.32  -0.956
H -5.55 -3.65 -1.19  0.236
H -4.81 -2.56 -0.07  -0.014
H -1.88 -5.59 0.68  0.428
H 0.08 -4.72 2.00  0.419
H 0.46 -2.32 2.09  0.454
H -2.88 -1.50 -0.16  1.148
O 0.26 0.89 2.55  -0.803
Br -1.38 3.21 1.72  -0.640
C -2.40 4.85 -1.54  -0.963
N -1.57 3.71 -1.85  0.173
C -0.18 3.93 -1.49  -0.673
C -2.22 2.45 -1.49  -1.302
C -1.31 1.26 -1.71  0.083
C -1.01 1.04 -3.06  -0.337
C -0.21 -0.01 -3.48  -0.854
C 0.31 -0.86 -2.51  -0.839
C 0.02 -0.63 -1.17  0.245
C -0.80 0.41 -0.70  0.954
H -1.97 5.75 -1.99  0.314
H -2.52 5.01 -0.46  0.280
H -3.40 4.70 -1.98  0.290
H 0.25 4.66 -2.18  0.357
H 0.37 3.00 -1.59  0.039
H -0.05 4.29 -0.46  0.261
H -3.06 2.34 -2.19  0.389
H -2.67 2.46 -0.50  0.010
H -1.42 1.73 -3.79  0.364
H 0.00 -0.16 -4.53  0.344
H 0.95 -1.69 -2.79  0.437
H 0.48 -1.30 -0.46  0.631

***

Version b
Entry from OMol25: a molecular structure, C21H30BrN5O2Se4Tc (ωB97M-V/def2-TZVPD).

Its total charge is -2. The HOMO-LUMO gap (alpha / beta) comes out at 0.1813 / 0.1839 Ha. The spin multiplicity is 2.

Last column: Mulliken charge in e.
CARTESIAN COORDINATES (ANGSTROEM)
Tc 0.23 -0.64 0.11  0.337
Se 0.30 -1.03 2.99  -0.505
Se 1.59 -2.95 3.27  -0.283
Se 0.93 -4.20 1.42  -0.330
Se 1.30 -2.78 -0.43  -0.327
C -2.87 0.74 1.40  -0.302
C -4.09 1.62 1.77  -0.752
N -3.80 3.04 1.49  -0.237
C -2.63 3.43 2.28  -0.879
C -1.41 2.54 1.91  -0.476
N -1.78 1.57 0.88  0.710
C -2.25 2.29 -0.31  -0.379
C -3.47 3.17 0.07  -0.820
H -3.12 0.01 0.63  -0.261
H -2.49 0.17 2.25  0.551
H -4.34 1.53 2.83  0.259
H -4.97 1.34 1.19  0.363
H -2.89 3.33 3.34  0.257
H -2.43 4.48 2.08  0.381
H -1.04 1.99 2.77  0.486
H -0.59 3.16 1.53  0.040
H -2.50 1.55 -1.07  -0.057
H -1.43 2.88 -0.70  0.459
H -4.36 2.89 -0.51  0.337
H -3.27 4.23 -0.13  0.287
N 3.28 6.09 0.03  -0.381
C 2.45 5.05 -0.32  0.397
O 1.88 5.05 -1.39  -0.641
C 2.30 3.96 0.69  0.415
C 2.70 4.07 2.01  -0.529
C 2.48 3.00 2.86  -0.992
C 1.85 1.87 2.35  -0.257
N 1.47 1.74 1.08  0.998
C 1.72 2.76 0.27  -0.789
H 3.43 6.80 -0.67  0.240
H 3.87 6.06 0.84  0.142
H 3.16 4.97 2.40  0.269
H 2.77 3.03 3.90  0.436
H 1.65 1.01 2.98  0.079
H 1.48 2.65 -0.77  0.319
O -1.30 -1.29 0.34  -0.524
Br 2.93 0.14 -1.15  -0.684
C -3.42 -4.01 -2.31  -1.049
N -3.06 -2.63 -2.52  -0.065
C -3.79 -1.78 -1.59  -0.802
C -1.61 -2.46 -2.36  -0.929
C -1.13 -1.08 -2.75  0.665
C -1.54 -0.65 -4.02  -0.720
C -1.22 0.60 -4.51  -0.699
C -0.45 1.44 -3.72  -0.590
C -0.03 1.01 -2.47  0.638
C -0.34 -0.24 -1.92  0.554
H -4.50 -4.14 -2.44  0.318
H -3.15 -4.37 -1.30  0.338
H -2.91 -4.64 -3.03  0.328
H -4.86 -1.88 -1.77  0.417
H -3.50 -0.74 -1.75  0.071
H -3.58 -2.03 -0.54  0.248
H -1.14 -3.19 -3.03  0.614
H -1.29 -2.72 -1.35  0.275
H -2.14 -1.33 -4.61  0.318
H -1.55 0.90 -5.50  0.344
H -0.16 2.43 -4.07  0.443
H 0.59 1.68 -1.91  -0.072

***

Which of them is the most stable? Correct choice: version a.